[1]
{
  "formula": "C6H12",
  "method": "ωB97M-V with the def2-TZVPD basis set",
  "symbols": ["C", "C", "C", "C", "C", "C", "H", "H", "H", "H", "H", "H", "H", "H", "H", "H", "H", "H"],
  "positions_angstrom": [[-1.612129, 0.298770, -1.202219], [-0.864331, 0.218498, -0.111783], [-1.511408, 0.044487, 1.230622], [0.648503, 0.352063, -0.161301], [1.345379, -0.109178, 1.119599], [1.245629, -0.411722, -1.347286], [-1.202962, 0.446080, -2.185726], [-2.685653, 0.224351, -1.152524], [-1.269726, 0.882954, 1.882684], [-2.592135, -0.006864, 1.124507], [-1.169015, -0.868116, 1.714612], [0.873746, 1.419108, -0.296203], [1.165870, -1.167740, 1.295102], [1.009774, 0.453254, 1.986439], [2.419415, 0.038104, 1.022095], [0.961520, -1.460756, -1.298400], [2.331520, -0.346103, -1.324382], [0.906005, -0.007190, -2.295835]],
  "forces_ev_per_a": [[-0.08, -0.04, -0.11], [-0.01, 0.07, 0.10], [-0.08, 0.02, -0.11], [0.22, -0.09, -0.08], [-0.07, 0.18, -0.15], [-0.05, 0.24, 0.08], [0.17, 0.01, -0.20], [-0.21, 0.00, 0.08], [0.01, 0.03, 0.14], [-0.06, 0.00, 0.03], [0.02, -0.04, 0.13], [-0.01, -0.08, 0.04], [0.00, -0.13, 0.07], [-0.01, -0.02, 0.14], [0.07, -0.01, 0.02], [-0.02, -0.12, -0.01], [0.11, 0.00, -0.04], [-0.02, -0.03, -0.13]],
  "lowdin_charge": [0.0400, -0.3408, -0.0705, -0.3944, -0.0909, -0.0815, 0.0525, 0.0568, 0.0825, 0.0741, 0.0781, 0.1424, 0.0823, 0.0698, 0.0758, 0.0870, 0.0734, 0.0634],
  "fmax_ev_per_a": 0.27,
  "relative_energy_kj_mol": 77.75,
  "total_energy_ev": -6416.1349,
  "total_charge": 0,
  "spin_multiplicity": 1,
  "lumo_ev": 1.115
}


[2]
{
  "formula": "C6H12",
  "method": "ωB97M-V with the def2-TZVPD basis set",
  "symbols": ["C", "C", "C", "C", "H", "H", "H", "H", "H", "H", "H", "H", "C", "C", "H", "H", "H", "H"],
  "positions_angstrom": [[-0.990410, 0.548030, -1.687653], [-0.505236, -0.673351, -1.484934], [-0.859957, -1.553864, -0.318942], [0.351158, -1.808314, 0.583068], [-0.687872, 1.156886, -2.535998], [-1.718234, 0.986158, -1.006663], [0.227896, -1.079593, -2.185125], [-1.668815, -1.087808, 0.257792], [-1.248231, -2.515321, -0.683185], [0.756393, -0.859176, 0.946392], [1.146582, -2.331938, 0.039042], [0.077456, -2.415203, 1.452127], [0.893520, 1.706088, 1.724622], [0.812844, 2.174289, 0.485023], [0.170738, 1.972549, 2.492022], [1.691615, 1.030933, 2.023141], [0.017596, 2.850226, 0.181457], [1.532957, 1.899406, -0.282187]],
  "forces_ev_per_a": [[-0.01, -0.18, -0.03], [-0.10, 0.15, -0.06], [-0.08, 0.00, 0.00], [0.07, 0.00, 0.06], [-0.01, -0.13, 0.11], [0.11, -0.09, -0.08], [-0.09, 0.08, 0.09], [0.14, -0.03, -0.08], [0.06, 0.15, 0.02], [-0.06, -0.18, -0.07], [-0.13, 0.08, 0.08], [0.04, 0.04, -0.13], [0.04, 0.10, -0.12], [0.03, 0.00, 0.19], [0.09, -0.01, -0.14], [-0.10, 0.10, -0.03], [0.10, -0.09, 0.05], [-0.11, 0.03, 0.15]],
  "lowdin_charge": [-0.0301, -0.2079, -0.2701, -0.1097, 0.0544, 0.0593, 0.1015, 0.1049, 0.1048, 0.0388, 0.0738, 0.0705, -0.0911, -0.0962, 0.0486, 0.0454, 0.0490, 0.0541],
  "fmax_ev_per_a": 0.20,
  "relative_energy_kj_mol": 189.41,
  "total_energy_ev": -6414.9776,
  "total_charge": 0,
  "spin_multiplicity": 1,
  "lumo_ev": 1.232
}


[3]
{
  "formula": "C6H12BF2KS3",
  "method": "ωB97M-V with the def2-TZVPD basis set",
  "symbols": ["K", "C", "C", "S", "C", "C", "S", "C", "C", "S", "H", "H", "H", "H", "H", "H", "H", "H", "H", "H", "H", "H", "F", "B", "F"],
  "positions_angstrom": [[0.123900, 1.270753, 0.317746], [4.117559, 0.782249, 2.262879], [4.121199, 0.088734, 0.903612], [2.642518, -0.789417, 0.355497], [2.401321, -2.114473, 1.556409], [1.917312, -1.738088, 2.953218], [0.413529, -0.727647, 2.911697], [0.733861, 0.514425, 4.190186], [2.088630, 1.222334, 4.193070], [2.697276, 1.865315, 2.609126], [5.018212, 1.394398, 2.326205], [4.185300, 0.050566, 3.065019], [4.975453, -0.591223, 0.864320], [4.278661, 0.824091, 0.112068], [3.320471, -2.699521, 1.631774], [1.661345, -2.755518, 1.073180], [2.687517, -1.202406, 3.499122], [1.719856, -2.657796, 3.506185], [0.577923, 0.076491, 5.177908], [-0.068666, 1.239514, 4.042281], [2.866548, 0.579128, 4.603508], [2.016759, 2.072626, 4.871999], [-3.408149, -0.075756, -0.769537], [-2.780436, 0.993282, -0.203420], [-3.712799, 1.936440, 0.119647]],
  "forces_ev_per_a": [[-0.04, 0.03, -0.04], [0.02, -0.02, 0.05], [0.02, -0.05, -0.04], [0.04, 0.03, -0.04], [0.06, -0.06, -0.03], [-0.04, 0.01, 0.06], [0.02, -0.01, 0.09], [-0.06, -0.02, -0.03], [0.01, -0.05, 0.06], [-0.03, 0.06, -0.07], [0.00, 0.00, -0.01], [-0.01, 0.02, 0.00], [0.01, 0.01, 0.01], [-0.02, 0.00, 0.00], [0.00, 0.00, 0.00], [0.01, 0.00, 0.00], [0.00, 0.01, -0.01], [-0.02, 0.00, -0.01], [0.01, 0.01, 0.01], [0.00, 0.00, -0.01], [0.00, 0.01, -0.01], [0.00, 0.00, 0.00], [-0.04, 0.00, -0.01], [0.12, 0.05, 0.04], [-0.06, -0.02, -0.01]],
  "lowdin_charge": [0.4838, -0.5199, -0.5331, 0.8024, -0.5285, -0.5151, 0.8163, -0.5261, -0.5278, 0.8438, 0.0746, 0.0595, 0.0817, 0.0724, 0.0847, 0.0763, 0.0443, 0.0807, 0.0800, 0.0752, 0.0665, 0.0743, 0.0053, -0.6711, -0.0001],
  "fmax_ev_per_a": 0.13,
  "relative_energy_kj_mol": 3.16,
  "total_energy_ev": -61360.3182,
  "total_charge": 0,
  "spin_multiplicity": 1,
  "lumo_ev": -0.137
}


[4]
{
  "formula": "C6H12Br6",
  "method": "ωB97M-V with the def2-TZVPD basis set",
  "symbols": ["Br", "C", "C", "Br", "H", "H", "H", "H", "Br", "C", "C", "Br", "H", "H", "H", "H", "Br", "C", "C", "Br", "H", "H", "H", "H"],
  "positions_angstrom": [[17.059939, -16.036601, -3.954455], [16.566049, -17.651964, -2.914738], [15.157905, -17.571776, -2.383867], [14.391481, -19.309364, -1.858221], [17.286360, -17.906189, -2.137164], [16.619134, -18.550840, -3.528985], [14.518084, -17.264074, -3.210935], [14.878029, -16.831616, -1.634255], [16.346770, -17.225179, -7.684509], [14.883610, -15.985779, -7.145735], [15.109174, -14.595412, -7.721715], [15.309958, -14.541096, -9.703917], [14.990420, -16.034945, -6.062094], [13.921611, -16.378805, -7.474655], [16.036676, -14.194873, -7.312552], [14.259826, -13.941752, -7.523156], [20.495539, -20.937846, 1.377532], [20.797780, -20.054495, -0.410419], [19.529972, -19.326485, -0.922358], [18.243185, -20.745247, -1.412361], [21.025635, -20.777355, -1.193791], [21.531220, -19.253993, -0.313737], [19.799622, -18.773386, -1.822054], [19.139731, -18.586568, -0.223544]],
  "forces_ev_per_a": [[-0.13, -0.88, 0.29], [-0.08, -1.21, 0.75], [-1.52, 0.57, -0.81], [0.61, 0.58, -0.07], [0.25, 0.87, 0.01], [0.05, 0.42, -0.66], [-0.04, -0.23, -0.17], [0.80, -0.28, 0.41], [-0.49, 0.75, -0.10], [-0.29, 0.45, -0.71], [0.70, -0.22, -0.03], [0.04, -0.75, 1.14], [-0.15, 0.22, 0.02], [0.32, -0.48, 0.01], [-0.18, 0.27, -0.22], [0.08, -0.12, 0.16], [0.35, 0.67, -1.46], [-1.40, 0.84, 0.14], [0.62, -0.85, 0.32], [0.00, 0.88, 0.09], [0.49, -0.19, 0.61], [0.40, -0.52, 0.32], [-0.06, -0.29, -0.21], [-0.35, -0.50, 0.18]],
  "lowdin_charge": [0.6845, -0.6515, -0.6894, 0.6347, 0.0302, 0.0481, 0.0266, 0.0667, 0.9476, -0.5585, -0.6050, 0.7602, 0.0151, 0.0855, 0.0660, 0.0793, 0.5590, -0.6500, -0.6677, 0.5968, 0.0462, 0.0596, 0.0539, 0.0622],
  "fmax_ev_per_a": 1.81,
  "s2": 0.76,
  "relative_energy_kj_mol": 37.34,
  "total_energy_ev": -426661.2218,
  "total_charge": 1,
  "spin_multiplicity": 2,
  "lumo_ev": [-4.202, -9.923]
}


[5]
{
  "formula": "C6H12CdO6",
  "method": "ωB97M-V with the def2-TZVPD basis set",
  "symbols": ["Cd", "C", "C", "O", "O", "H", "H", "H", "C", "C", "O", "O", "H", "H", "H", "C", "C", "O", "O", "H", "H", "H", "H", "H", "H"],
  "positions_angstrom": [[0.183249, 0.062237, 0.139685], [2.383494, 0.977484, 3.430670], [1.588803, 0.685451, 2.180536], [0.323793, 0.666443, 2.227913], [2.123310, 0.495326, 1.046691], [2.043195, 0.328065, 4.233960], [2.212288, 2.002899, 3.753982], [3.441022, 0.832365, 3.225868], [0.573157, -3.501483, -1.841998], [0.362264, -2.224930, -1.057232], [0.446567, -2.180666, 0.193653], [0.073780, -1.133598, -1.662593], [-0.018742, -3.475523, -2.751873], [0.277428, -4.325522, -1.198881], [1.630833, -3.544572, -2.095608], [-2.469869, 1.320406, -0.612755], [-1.416403, 1.703063, -1.677476], [-0.130551, 1.869625, -1.121253], [-1.981515, 0.215854, 0.179250], [-3.379323, 1.064340, -1.153007], [-2.614271, 2.171669, 0.056297], [-1.782754, 2.579944, -2.221993], [-1.435673, 0.940018, -2.463605], [0.315477, 2.674437, -1.391278], [-2.749558, -0.203332, 0.581049]],
  "forces_ev_per_a": [[1.13, -0.75, 0.40], [0.10, -0.21, -0.40], [-0.54, 0.25, -0.83], [-0.17, 0.30, 1.52], [1.48, 0.35, 0.92], [0.04, -0.07, -0.01], [-0.07, 0.05, -0.11], [0.01, -0.01, 0.13], [-0.24, 0.60, 0.48], [-0.52, 1.00, 0.22], [0.27, -1.40, 0.01], [0.17, -0.82, -1.37], [0.04, -0.03, -0.06], [0.21, -0.20, -0.14], [0.02, -0.23, -0.01], [1.18, 0.54, -0.15], [-1.46, -0.28, -0.77], [-0.26, 0.57, -0.27], [-2.01, 0.59, -0.68], [-0.12, -0.04, 0.14], [-0.25, -0.02, -0.02], [0.16, 0.30, 0.48], [0.56, -0.31, 0.35], [-0.06, 0.03, -0.05], [0.33, -0.20, 0.21]],
  "lowdin_charge": [1.4367, -0.0049, -0.7222, -0.1361, -0.1263, 0.0814, 0.0812, 0.0766, -0.0025, -0.7161, -0.0977, -0.1538, 0.0750, 0.0781, 0.0852, -0.1837, -0.2388, -0.1163, -0.1445, 0.1262, 0.1241, 0.1282, 0.1165, 0.1176, 0.1162],
  "fmax_ev_per_a": 2.20,
  "relative_energy_kj_mol": 2.23,
  "total_energy_ev": -23266.8102,
  "total_charge": 0,
  "spin_multiplicity": 1,
  "lumo_ev": 0.196
}